1.
Computed, not measured: C25H29BCuN3O5Si as an isolated structure, with ωB97M-V with the def2-TZVPD basis set.

ORCA input file:
```
! RIJCOSX wB97M-V def2-TZVPD def2/J DEFGRID3
* xyz -1 2
B 1.813 -0.377 -2.262
H -1.468 1.779 -3.487
H -1.980 -5.401 4.170
Si 1.066 0.025 2.643
H -3.585 -4.227 2.719
O 2.181 -1.606 -2.051
H -0.436 -1.789 3.527
H -0.623 6.359 -2.784
H 3.455 -0.268 3.291
H -2.494 3.134 -4.942
H 3.466 -4.312 2.217
H -1.131 3.938 -5.719
C -1.644 -4.841 3.306
H 1.889 2.371 2.568
C -0.959 5.968 -3.745
H -2.865 3.405 -2.451
C -1.409 4.512 -3.636
C 2.423 -4.469 2.468
O 3.752 -2.312 -0.339
H -1.798 6.584 -4.079
C -0.502 -0.700 3.443
C -2.079 -3.452 1.363
H 0.899 2.125 4.016
H 0.131 2.323 2.433
C -1.947 4.075 -5.008
C 2.007 3.192 -2.417
C -2.522 -4.199 2.508
C 2.058 -5.242 3.580
H 2.536 -1.728 3.638
N -0.227 -2.729 -0.001
H 0.401 -5.956 4.735
Cu 1.730 -2.076 0.266
C -0.511 2.194 -3.198
C -0.230 -4.772 3.047
C 2.505 -0.635 3.686
H 2.970 3.576 -2.108
H -2.630 4.829 -5.408
N 1.548 -3.879 1.684
C -2.544 4.436 -2.606
C 0.972 4.051 -2.816
H 2.428 -0.343 4.738
H -3.410 5.016 -2.940
H 1.169 5.114 -2.813
H -3.096 -1.511 -1.224
C 0.501 1.356 -2.803
H -0.637 -1.560 -1.625
C 1.753 1.845 -2.420
H -2.215 4.831 -1.643
C 0.725 -5.385 3.873
H 2.823 -5.692 4.197
C 0.988 1.887 2.952
C -2.456 -2.066 -0.552
H -0.672 -0.302 4.448
H -4.026 -2.777 0.723
N 3.962 -1.748 -1.357
O 0.492 0.004 -2.725
O 1.186 -0.326 1.100
C 0.237 -4.038 1.948
H -1.378 -0.468 2.831
H -0.146 6.088 -4.464
C -2.963 -2.759 0.517
C -0.715 -3.389 1.066
O 2.574 0.822 -2.091
C -1.071 -2.084 -0.782
C -0.273 3.582 -3.207
*
```

Properties
⟨S²⟩   0.75
E_HOMO (spin up / spin down)   -3.57 / -4.05 eV
Orbital gap (spin up / spin down)   5.86 / 6.34 eV
E_LUMO (spin up / spin down)   2.29 / 2.29 eV



2.
Computed, not measured: C25H29BF2N as an isolated structure at a distorted geometry, with ωB97M-V with the def2-TZVPD basis set.

ORCA input file:
```
! RIJCOSX wB97M-V def2-TZVPD def2/J DEFGRID3
* xyz 1 1
C 5.143 3.489 -1.352
C 2.780 2.991 -1.630
C -2.168 1.811 -1.946
H -5.442 1.118 -1.308
H 0.606 -6.065 3.052
C -0.904 -3.491 4.691
H 1.786 0.026 2.778
C -0.384 -4.767 4.455
C 0.197 -5.066 3.229
C -4.535 1.278 -1.887
H -5.518 1.109 -3.819
H -0.644 0.939 -0.831
C -0.891 1.941 -1.135
H -3.148 -1.571 0.759
C -3.426 1.638 -3.971
H 0.698 -4.349 1.247
C -2.482 -2.404 0.498
H -1.390 -3.207 5.619
C 2.933 3.034 -3.032
H -1.085 2.533 -0.214
C 2.041 -0.914 2.275
H -2.543 -3.176 1.278
C -0.801 -2.522 3.709
H 6.286 3.688 -3.204
H 0.947 -0.248 0.525
C -3.324 1.479 -1.232
C 1.094 -1.173 1.113
H 2.058 -1.726 3.014
H -0.345 0.095 3.115
H -1.093 -0.939 -0.283
F -3.469 1.653 -5.344
H -0.494 -2.604 -0.364
H 1.437 2.652 0.021
C -2.215 1.931 -3.339
C 0.255 -4.084 2.212
C 1.498 2.648 -1.068
C 3.892 3.260 -0.798
C -4.602 1.348 -3.282
H -0.442 -5.515 5.241
N -0.272 -1.668 1.537
C -0.251 -2.816 2.480
H 2.083 2.869 -3.689
H 5.993 3.697 -0.707
H -3.272 1.420 -0.146
F 4.346 3.299 -4.903
C 5.322 3.489 -2.743
H 3.753 3.253 0.286
B -1.066 -0.755 2.721
H -1.184 -1.484 3.956
H -1.349 2.275 -3.902
H 3.057 -0.818 1.871
H 0.516 2.078 -2.842
H -2.180 -0.572 2.362
C 0.402 2.310 -1.788
H 1.514 -1.928 0.430
C -1.064 -1.899 0.264
H -2.853 -2.841 -0.439
C 4.204 3.252 -3.540
*
```

Properties
E_HOMO   -10.45 eV
Orbital gap   7.46 eV
E_LUMO   -2.99 eV



3.
Computed, not measured: C25H29CaN3O4SSb2 as an isolated structure, with ωB97M-V with the def2-TZVPD basis set.

ORCA input file:
```
! RIJCOSX wB97M-V def2-TZVPD def2/J DEFGRID3
* xyz 0 1
C 1.522 3.019 1.302
N 2.918 -0.147 -0.127
C -2.481 -3.632 0.828
H -4.473 -0.049 -0.162
H 3.166 -0.449 1.908
H 6.925 1.986 -1.603
C 0.639 4.915 0.141
C 5.044 -0.089 0.951
C -1.065 -5.354 -0.394
C -3.349 -5.000 -1.058
H -1.025 4.451 -1.124
C -0.192 2.700 -0.195
H -0.182 -5.160 1.564
Sb 1.246 -3.366 0.177
H 3.898 -3.383 0.671
H 2.367 -4.616 -1.930
N 7.562 1.311 -1.213
H 2.201 2.578 2.027
H -4.793 -1.278 1.083
C 3.086 -4.023 1.015
H 2.281 5.023 1.499
H 0.794 -3.947 -2.412
N 0.690 2.169 0.685
H 0.000 -6.786 -1.576
O 1.821 6.914 -0.102
C 4.875 0.347 -1.394
H 5.291 0.564 -2.368
H -4.064 -6.139 -2.725
C 0.115 -5.153 0.514
H 2.864 0.235 -2.152
C -2.286 -4.687 -0.212
C 3.672 -0.235 0.971
H -2.282 -1.001 -2.477
C 3.508 0.143 -1.285
H 0.825 -5.969 0.372
C -2.002 -6.550 -2.287
H 8.547 1.513 -1.278
H -3.486 -3.699 1.249
Sb -2.303 -1.582 0.103
H -2.823 -2.710 -2.301
H 3.275 -5.043 0.682
O -0.328 0.778 -1.566
Ca 0.499 -0.153 0.179
H -4.301 -4.502 -0.905
C 1.715 -3.744 -1.866
C -0.944 -6.269 -1.440
H -1.880 -7.268 -3.087
C -1.044 1.676 -0.952
H -1.780 -3.736 1.655
C -0.277 4.050 -0.453
H -1.099 -2.290 -2.246
C 7.161 0.406 -0.305
O -0.408 6.909 -0.518
C 1.550 4.370 1.042
O -2.261 1.667 -0.866
H 5.632 -0.192 1.851
C -2.104 -1.956 -1.987
C 5.661 0.222 -0.256
C -4.361 -1.099 0.100
H -4.865 -1.718 -0.641
C 0.684 6.415 -0.200
H 3.060 -3.998 2.103
C -3.219 -5.918 -2.086
S 8.154 -0.486 0.630
H 2.217 -2.893 -2.324
*
```

Properties
E_HOMO   -7.19 eV
Orbital gap   5.65 eV
E_LUMO   -1.54 eV



4.
Computed, not measured: a single C25H29ClN4O molecule, with ωB97M-V with the def2-TZVPD basis set.

ORCA input file:
```
! RIJCOSX wB97M-V def2-TZVPD def2/J DEFGRID3
* xyz 0 1
C -0.241 0.455 5.504
H -1.561 0.416 -0.784
H 1.100 -2.167 -4.150
H -1.643 0.403 7.108
H -0.286 0.055 0.398
H 0.702 -3.569 2.127
O -1.222 -3.615 0.345
H -1.455 2.801 7.624
H 0.052 4.235 6.289
H 1.260 -0.532 -1.481
H -2.150 -0.758 -2.878
H 0.552 -3.553 3.887
C 2.132 1.297 -5.502
C -0.031 3.181 6.073
N -0.905 -1.178 3.852
C -0.917 -2.236 -1.937
C -3.317 -0.144 1.453
H 1.368 3.249 4.447
N -0.186 -0.099 -2.981
C 2.329 -1.102 -5.528
H -4.184 -0.063 2.104
H -1.133 -1.656 -4.007
C 2.711 0.139 -6.002
H 2.854 3.296 -5.226
H -1.672 -3.025 -1.983
C 1.378 -1.195 -4.531
H 3.466 0.210 -6.772
C 1.153 1.209 -4.511
C 0.787 -0.047 -4.013
C -2.185 -0.748 2.204
H -1.036 -1.488 5.907
H -0.418 2.178 -3.449
H 0.205 3.100 -4.824
H 0.703 1.149 -1.567
C -1.150 -1.189 -3.021
C 0.480 2.447 -3.998
C -0.671 -0.197 -0.592
H 0.065 -2.712 -2.059
C -0.459 -1.982 2.864
H -3.061 0.860 1.113
C -0.874 2.377 6.820
H 1.624 -2.395 3.083
C 2.554 2.633 -6.036
H -3.567 -0.759 0.591
H 2.784 -1.998 -5.925
C 0.379 0.108 -1.655
C -0.370 -1.011 5.180
N -1.952 -0.443 3.467
C -1.158 -2.401 0.454
C -0.977 1.028 6.531
C 0.599 1.282 4.764
C -1.254 -1.716 1.759
C 0.675 -2.928 3.004
H 3.389 2.524 -6.723
C 0.708 2.634 5.039
Cl 1.541 0.626 3.468
H 0.609 -1.495 5.217
N -1.002 -1.604 -0.632
H 1.144 3.006 -3.339
H 1.732 3.110 -6.570
*
```

Properties
E_HOMO   -8.22 eV
Orbital gap   8.87 eV
E_LUMO   0.64 eV
SMILES   Cc1cccc(N2CCN(C(=O)c3c(C)nn(Cc4ccccc4Cl)c3C)CC2)c1C



Ordered E results: -3465.5842; -1249.0575; -2991.6265; -1724.5307; unit Ha.